21
Properties=species:S:1:pos:R:3:forces:R:3:lowdin_charge:R:1 method="wB97M-V/def2-TZVPD" energy_ha=-1045.050398 orbital_gap_ev=9.16 e_above_lowest_kj_mol=123.3 lumo_energy_ev=0.73 max_force_ha_per_bohr=0.1293 homo_ha=-0.310
C 3.4356 1.3794 -0.6812 -0.017 -1.299 -1.075 -0.16
Si 2.1690 0.1212 -0.0877 -4.545 4.519 1.775 0.45
F 2.1720 0.5048 1.5936 -0.172 -1.108 -2.366 -0.23
F 2.7448 -1.3037 -0.2455 0.188 -1.652 -0.211 -0.09
N 0.1618 0.4983 -0.7264 5.002 -0.932 0.625 -0.34
P -1.0979 -0.1707 -0.0849 1.086 -1.254 0.354 0.49
C -2.4952 0.1729 -1.1756 -1.271 -1.689 1.402 -0.21
C -1.4088 0.5180 1.5860 -0.848 -2.303 1.373 -0.20
C -1.0112 -2.0422 0.0384 -0.802 0.624 0.152 -0.20
H 4.4068 0.8176 -0.6312 -0.719 0.534 -0.430 0.04
H 3.2058 1.7547 -1.7115 0.466 -0.320 0.924 0.04
H 3.5326 2.1846 0.0247 -0.309 0.398 0.213 0.02
H -2.2784 -0.2372 -2.1523 0.335 0.760 -0.382 0.05
H -3.4816 -0.2904 -0.9029 1.000 0.076 0.270 0.07
H -2.6477 1.1982 -0.9878 -0.125 1.588 -0.998 0.02
H -1.1332 1.5196 1.6941 0.894 1.605 -0.464 0.01
H -2.4896 0.5543 1.7224 -0.242 -0.376 0.370 0.03
H -0.9259 -0.0131 2.4979 -0.786 0.467 -1.840 0.09
H -1.9901 -2.6026 0.0547 0.974 0.729 -0.039 0.06
H -0.3796 -2.3629 -0.8019 -0.276 0.037 0.267 0.04
H -0.4891 -2.2008 0.9771 0.166 -0.406 0.082 0.02